DFT (ωB97M-V with the def2-TZVPD basis set) results for C47H60F2GeN4O2RuSSe as an isolated structure at a distorted geometry.

XYZ file:
```
119
Properties=species:S:1:pos:R:3:forces:R:3
Ru 0.1655 0.6814 -0.4535 0.15 -0.54 1.37
F -0.7823 -1.1743 5.9274 -0.12 0.06 -0.36
C -1.2004 -0.9602 4.6354 0.31 0.30 -0.32
C -0.4318 -0.2735 3.7519 -0.07 -0.28 0.70
C -0.8394 -0.0705 2.4078 -0.77 -0.19 -0.15
C -2.1920 -0.4702 2.0209 0.41 -0.13 0.29
C -2.8612 -1.2667 2.9762 0.00 -0.08 0.39
F -4.0302 -1.9195 2.6673 0.08 0.13 -0.12
C -2.4271 -1.5156 4.2485 -0.16 -0.09 0.05
C -2.8286 -0.0526 0.8094 -0.15 0.16 -0.42
C -4.2449 -0.0989 0.6782 -0.03 -0.03 0.05
C -4.8749 0.2843 -0.4718 0.30 0.14 -0.31
C -4.0994 0.7684 -1.5328 -0.07 -0.05 0.26
C -2.7395 0.8710 -1.3220 -0.45 0.35 -0.67
N -2.1039 0.4866 -0.2202 0.32 -0.21 0.24
H 0.5384 0.1033 4.0357 0.10 0.00 0.06
H -3.0021 -2.1429 4.9107 -0.04 -0.09 0.01
H -4.8504 -0.4171 1.5073 0.06 -0.05 0.07
H -5.9540 0.2326 -0.5501 -0.03 -0.01 0.03
H -4.5387 1.0648 -2.4727 0.04 0.09 -0.08
H -2.1160 1.3017 -2.0995 0.01 -0.08 0.08
C 3.6999 4.1864 -1.7452 -0.13 -0.11 0.05
C 3.1846 3.3153 -0.5952 0.11 -0.14 -0.12
C 4.3773 2.7169 0.1529 -0.29 -0.04 -0.05
C 2.2850 4.1276 0.3072 -0.30 -0.26 -0.12
C 2.8419 5.1014 1.1150 0.01 0.18 0.08
C 2.0516 5.8938 1.9256 0.05 0.07 0.05
C 0.6833 5.7073 1.9147 0.12 0.19 0.12
C 0.0784 4.7494 1.1167 -0.03 -0.16 0.00
C -1.4348 4.7408 1.0945 -0.14 -0.06 -0.13
C -1.9227 5.3709 -0.2142 -0.01 0.03 0.19
C -2.0468 3.3623 1.3014 0.09 0.10 -0.06
C 0.8837 3.9274 0.3021 0.46 0.82 0.48
N 0.3500 2.9734 -0.5522 -0.49 -1.18 -0.65
C 0.3351 3.2788 -1.8542 -0.09 0.67 0.22
C 0.1762 2.3581 -2.8554 -0.27 -0.20 -0.52
N 0.1552 1.0222 -2.6517 0.24 0.71 0.92
C 0.1075 0.2617 -3.7821 -0.29 -0.55 -1.06
C -0.6149 -0.9617 -3.8043 0.19 0.31 0.42
C -0.9776 -1.5245 -5.0112 -0.11 -0.01 -0.21
C -0.5913 -0.9654 -6.2197 0.07 -0.05 -0.09
C 0.3253 0.0729 -6.1930 -0.19 -0.06 -0.24
C 0.7209 0.6648 -5.0077 0.03 -0.01 0.54
C 1.9520 1.5500 -5.0077 0.18 0.10 -0.11
C 1.8391 2.7694 -5.9236 -0.04 -0.11 0.21
C 3.1605 0.6936 -5.4014 -0.10 0.06 0.16
C -0.8569 -1.7197 -2.5234 -0.06 -0.06 0.21
C -2.2677 -2.2800 -2.3718 0.03 0.16 0.06
C 0.1550 -2.8649 -2.4778 0.00 0.17 0.14
H 4.3025 3.5863 -2.4240 0.10 -0.07 -0.14
H 4.3209 4.9981 -1.3553 0.01 0.04 -0.02
H 2.8759 4.6225 -2.3071 -0.05 0.05 -0.08
H 2.6056 2.4779 -1.0078 0.17 0.21 0.09
H 4.8947 2.0227 -0.5055 0.11 -0.13 -0.08
H 4.0226 2.1742 1.0248 0.06 -0.09 0.11
H 5.0869 3.4842 0.4629 0.08 0.09 0.08
H 3.9106 5.2660 1.0901 0.12 -0.05 0.04
H 2.4927 6.6638 2.5454 0.04 0.03 0.06
H 0.0575 6.3543 2.5185 -0.07 -0.02 0.07
H -1.7776 5.3881 1.9147 0.15 -0.04 -0.06
H -1.6676 4.7291 -1.0511 0.00 -0.06 -0.16
H -1.4524 6.3442 -0.3611 0.01 0.06 -0.07
H -3.0035 5.5066 -0.1993 -0.17 -0.01 -0.01
H -1.7296 2.6958 0.5031 -0.09 0.03 0.13
H -3.1352 3.4279 1.3061 -0.15 -0.03 -0.01
H -1.7162 2.9339 2.2446 0.03 -0.13 0.11
H 0.4463 4.3282 -2.1465 -0.02 -0.08 -0.02
H 0.0002 2.7329 -3.8635 0.11 0.02 0.09
H -1.5768 -2.4258 -5.0188 -0.07 -0.06 0.07
H -0.9440 -1.3786 -7.1572 0.07 -0.04 -0.03
H 0.7618 0.4144 -7.1247 0.05 0.04 -0.05
H 2.1347 1.8927 -3.9870 -0.01 -0.06 -0.13
H 1.7315 2.4702 -6.9654 -0.02 -0.02 -0.15
H 2.7339 3.3852 -5.8365 0.09 0.08 -0.03
H 0.9772 3.3767 -5.6532 -0.07 0.11 -0.03
H 3.0246 0.2258 -6.3764 -0.01 0.01 -0.13
H 3.2910 -0.0811 -4.6510 0.10 -0.10 0.03
H 4.0611 1.3059 -5.4260 0.17 0.05 -0.01
H -0.6463 -1.0602 -1.6548 -0.18 -0.46 -0.52
H -2.4420 -3.0934 -3.0775 -0.05 -0.08 -0.08
H -3.0163 -1.5078 -2.5358 -0.10 0.00 -0.02
H -2.3924 -2.6719 -1.3623 -0.02 -0.06 0.06
H 1.1637 -2.4648 -2.5372 0.15 -0.04 -0.03
H 0.0423 -3.4083 -1.5459 0.03 -0.11 0.13
H 0.0018 -3.5498 -3.3124 -0.06 -0.06 -0.11
S 1.5903 1.0804 1.9509 0.35 0.28 0.00
C 0.0923 0.4662 1.5092 0.55 0.23 -0.65
O 3.0006 0.1420 -2.2517 0.26 0.26 -0.25
C 2.9426 -0.6801 -1.3571 0.58 -0.39 -0.05
C 4.0901 -1.6654 -1.0429 -0.09 0.19 -0.03
C 3.5970 -2.3813 0.1979 -0.21 0.05 0.04
C 2.1383 -1.8859 0.3326 0.60 -0.58 0.26
O 1.3543 -2.3963 1.1193 0.33 0.16 0.08
N 1.8958 -0.8913 -0.5343 -1.21 0.86 -0.24
H 5.0116 -1.1000 -0.8992 0.00 -0.01 -0.06
H 4.2286 -2.3365 -1.8943 -0.02 0.09 -0.03
H 4.1448 -2.0875 1.0942 -0.08 0.01 0.08
H 3.6179 -3.4709 0.1382 -0.05 0.01 0.00
C 1.5908 -7.8782 0.9993 -0.15 0.51 0.29
Ge 1.0741 -6.1497 1.8917 -0.03 -0.25 -0.07
C -0.0825 -6.5549 3.4629 0.24 0.15 -0.45
C 2.7144 -5.3077 2.6064 -0.40 -0.13 -0.16
C 0.2164 -5.0226 0.4995 0.06 -0.10 0.48
Se -0.9529 -3.5964 1.1678 -0.64 -0.50 0.11
C -2.5803 -4.7286 1.1072 0.41 0.12 -0.04
H 2.0965 -8.5490 1.6884 0.09 -0.08 0.15
H 2.2623 -7.6742 0.1689 0.09 0.06 -0.10
H 0.7169 -8.3899 0.6052 -0.17 -0.04 -0.04
H 0.4916 -7.1042 4.2073 0.10 -0.06 0.02
H -0.9628 -7.1391 3.2065 -0.08 -0.05 -0.10
H -0.4064 -5.6168 3.9062 -0.06 0.13 0.02
H 2.9906 -5.7477 3.5612 -0.01 -0.13 0.12
H 2.5278 -4.2494 2.7500 -0.06 0.24 -0.01
H 3.5522 -5.4166 1.9244 0.09 -0.03 -0.16
H -0.3668 -5.6033 -0.2149 0.05 -0.13 0.00
H 1.0111 -4.5131 -0.0372 0.09 -0.03 -0.04
H -2.7975 -5.0271 0.0803 0.02 0.02 0.00
H -3.3970 -4.1225 1.4854 -0.10 0.07 0.05
H -2.4678 -5.6162 1.7299 0.01 0.01 0.03
```
Positions in Å, forces in eV/Å.

**Kohn-Sham gap (spin up / spin down)**: 4.03 / 5.20 eV
**DFT total energy**: -200484.04005 eV
**Spin multiplicity**: 5
**Highest occupied orbital energy (spin up / spin down)**: -0.0299 / -1.1996 eV
**Total charge**: -2